Record 1
Molecular formula: C30H21AsClN3O6SW
Method: DFT, the ωB97M-V functional and the def2-TZVPD basis

Properties
* energy above the lowest of the compared OMol25 structures with the same formula, charge and spin: 30.9 kJ/mol
* lowest unoccupied orbital energy (spin up / spin down): -7.2602 / -7.3730 eV
* <S²>: 2.028

```
! wB97M-V def2-TZVPD RIJCOSX def2/J DEFGRID3
* xyz 2 3
W -0.32709 -0.15622 -0.42682
As -2.50708 2.85785 0.56607
Cl -0.98203 -5.86547 0.82940
S 0.69584 1.31679 0.89962
O -0.01194 4.11570 -1.13981
O -0.57002 -2.26262 -3.97959
O -1.75611 2.67591 -0.99274
O -0.74486 -1.70899 -1.91022
O 0.53363 1.37457 -7.15314
O 0.63528 3.40083 -6.40554
N -0.82189 -1.93362 0.84771
N -0.53076 -1.43020 -3.13979
N 0.47258 2.21019 -6.28302
C -1.43596 -3.93077 2.66382
C -3.24471 0.32106 -0.54716
C 0.44594 2.15438 3.44164
C 0.17914 1.72041 -4.91398
C -3.16980 5.60822 0.64710
C -5.39586 6.45795 0.32906
C -0.03045 0.36858 -4.73189
C -3.34590 1.14894 0.58361
C -1.34984 2.93747 2.06227
C -1.86429 3.66168 3.13899
C -0.19344 2.16680 2.20753
C -0.55903 3.13548 -1.51489
C -5.89637 5.17029 0.19284
C -1.48927 -2.59830 3.03728
C -1.17862 -1.62621 2.10914
C -4.00877 0.72445 1.73044
C -5.04001 4.08269 0.28035
C 0.07796 2.63826 -3.88073
C -1.22144 3.62301 4.36837
C -0.76618 -3.21997 0.47749
C -3.79263 -0.96138 -0.48976
C -1.06996 -4.24085 1.36141
C -4.56495 -0.54558 1.75451
C -0.33160 0.80623 -2.32387
C -0.21755 2.17377 -2.60303
C -4.44675 -1.38670 0.65852
C -0.07288 2.86450 4.51697
C -0.28103 -0.02292 -3.42876
C -4.04095 6.68001 0.55085
C -3.68760 4.31936 0.51572
H -1.66783 -4.72140 3.36477
H -2.11066 5.77349 0.80745
H 1.28088 -0.12697 -0.87041
H -5.42135 3.07495 0.16896
H -6.95124 5.01292 0.01570
H -4.88724 -2.37452 0.69464
H -2.82509 0.72250 -1.46351
H -0.47346 -3.43526 -0.53821
H -3.72421 -1.61461 -1.35003
H -1.76329 -2.31523 4.04339
H -1.61414 4.19178 5.19966
H 0.00435 -0.31780 -5.56670
H -6.06873 7.30186 0.25764
H 0.19540 3.69335 -4.09040
H 1.36865 1.59863 3.55297
H -4.09228 1.37024 2.59747
H 0.43947 2.83728 5.46925
H -1.20484 -0.57542 2.37118
H -3.66493 7.68941 0.64450
H -2.75946 4.25887 3.02159
H -5.09837 -0.88076 2.63435
*
```

Record 2
Molecular formula: CHF3NO2S
Method: DFT, the ωB97M-V functional and the def2-TZVPD basis

Properties
* energy above the lowest of the compared OMol25 structures with the same formula, charge and spin: 189.0 kJ/mol
* lowest unoccupied orbital energy: 4.0191 eV

```
! wB97M-V def2-TZVPD RIJCOSX def2/J DEFGRID3
* xyz -1 1
S 0.76775 1.59538 -0.78795
F -0.97381 -1.72217 -0.51064
F -1.60846 -1.39315 1.44259
F 0.45183 -1.98385 0.97556
O 1.25205 0.31140 -1.30998
O 1.23137 2.82372 -1.41480
N -0.15913 1.57674 0.30869
C -0.52941 -1.20031 0.59566
H -0.43218 -0.00775 0.70088
*
```

Record 3
Molecular formula: H5N3Si
Method: DFT, the ωB97M-V functional and the def2-TZVPD basis

Properties
* energy above the lowest of the compared OMol25 structures with the same formula, charge and spin: 104.3 kJ/mol
* lowest unoccupied orbital energy (spin up / spin down): -0.8487 / 0.1007 eV

```
! wB97M-V def2-TZVPD RIJCOSX def2/J DEFGRID3
* xyz 0 1
Si 0.97351 -0.57556 0.03076
N -1.58999 0.18515 0.11171
N 1.52403 0.98522 -0.11987
N -0.60671 -0.15978 -0.67300
H -1.80879 -0.02126 1.07726
H 1.49650 -1.65777 -0.56027
H 1.76287 1.37086 -1.01182
H -2.39624 0.66271 -0.34051
H 0.64482 -0.78958 1.48575
*
```

Record 4
Molecular formula: C4H4Cl2
Method: DFT, the ωB97M-V functional and the def2-TZVPD basis

Properties
* energy above the lowest of the compared OMol25 structures with the same formula, charge and spin: 286.4 kJ/mol
* lowest unoccupied orbital energy: 0.7881 eV
* SMILES: C#CC(C)(Cl)Cl

```
! wB97M-V def2-TZVPD RIJCOSX def2/J DEFGRID3
* xyz 0 1
Cl 2.11272 0.20630 0.22647
Cl 0.47107 -0.59744 -2.16122
C -0.04958 -1.16452 0.13497
C 0.52706 -0.05956 -0.63375
C -0.39990 -1.95546 1.05136
C -0.31666 1.33180 -0.24486
H -1.36344 1.25344 -0.68565
H -0.26484 1.34252 0.86908
H -0.78230 -2.51948 2.15196
H 0.06585 2.16240 -0.70835
*
```

Record 5
Molecular formula: C30H42N2O5S2
Method: DFT, the ωB97M-V functional and the def2-TZVPD basis

Properties
* lowest unoccupied orbital energy: -0.3862 eV
* SMILES: C#CCc1cc2nccnc2c(C#C)c1CCCCCCCCOC.O=S1(=O)CCCC1.O=S1(=O)CCCC1

```
! wB97M-V def2-TZVPD RIJCOSX def2/J DEFGRID3
* xyz 0 1
S 0.31105 -3.37569 -5.08704
S -3.89096 1.81561 6.19209
O -3.02299 2.05441 7.31719
O 0.12850 -1.94777 -5.06153
O -4.24394 0.48076 5.78085
O 0.77784 -4.09945 -3.92928
O 3.92949 -2.88440 -2.09289
N -1.81325 1.47384 -1.37107
N -2.33133 3.79072 0.28356
C -0.38202 -0.66416 -0.43278
C 3.82153 0.05895 0.70664
C 0.41823 -4.62545 -7.43960
C 0.03275 1.67105 4.05570
C 4.15307 -0.07650 -1.86119
C 3.44416 -2.19953 -3.23376
C 1.64480 3.71870 4.63473
C 2.88708 0.70613 1.77577
C 3.16364 0.16532 -0.69592
C -1.65378 2.68231 0.72139
C -0.45104 -1.73990 -0.97362
C 2.15810 -0.30522 2.69652
C -1.19694 -4.13414 -5.67760
C 0.93963 2.83458 4.21949
C -3.26860 2.70334 4.76942
C -1.38113 1.55772 -0.07723
C -5.39704 2.77457 6.38368
C -2.45696 2.53312 -1.79357
C -1.02783 -4.17676 -7.19278
C -2.69314 3.67709 -0.97080
C 3.37975 -0.64611 -3.08657
C -1.18918 2.67478 2.06418
C -4.51556 3.31877 4.14114
C -0.45358 1.60764 2.58344
C -0.62923 0.46392 0.45628
C 2.90946 -3.16506 -1.14566
C 0.71168 -0.68461 2.25089
C -5.34801 3.86495 5.30736
C -0.13907 0.47060 1.76228
C 1.31903 -3.80226 -6.51079
H 2.18595 -4.36645 -6.17441
H -1.74608 -4.85286 -7.65501
H -2.74155 2.02800 4.10227
H -5.08330 2.55080 3.61038
H 3.78104 -0.21206 -4.01561
H -4.86820 4.76018 5.70926
H 2.77342 1.18789 -0.81517
H 2.61479 -4.22622 -1.18374
H -1.24835 -5.13833 -5.25668
H 2.74427 -1.23763 2.66968
H -1.39891 3.55673 2.67061
H 4.59118 0.87939 -2.18585
H 1.63974 -2.87330 -6.97932
H -2.05164 -3.54572 -5.35116
H -1.18310 -3.18046 -7.61339
H -5.42645 3.18953 7.38838
H 2.34766 -0.27113 -3.01401
H -2.58405 3.47594 5.12386
H 0.57178 0.76787 4.34143
H 3.52543 1.32599 2.42501
H -6.35160 4.14661 4.99028
H 3.27279 -2.95472 -0.12957
H 2.22284 0.03334 3.73678
H -2.81592 2.52460 -2.82374
H -0.24196 -2.70344 -1.39708
H 4.72391 0.68859 0.65286
H -3.21811 4.52584 -1.41900
H 4.09495 -2.44095 -4.08547
H 0.20025 -1.11066 3.13371
H 0.78292 -1.50031 1.52853
H 4.98367 -0.72090 -1.55079
H 0.51544 -5.68694 -7.20135
H 2.27511 4.58272 4.70425
H -6.23938 2.10079 6.23616
H 2.30223 -0.51342 -0.72116
H 4.09642 -0.97481 0.94318
H 2.43102 -2.55049 -3.48129
H 2.21516 1.40567 1.26458
H 2.02421 -2.55443 -1.35675
H -4.25572 4.09975 3.42685
H -0.82478 1.73498 4.73506
H 0.70875 -4.49645 -8.48158
*
```

Record 6
Molecular formula: C18H32CoN3S
Method: DFT, the ωB97M-V functional and the def2-TZVPD basis

Properties
* energy above the lowest of the compared OMol25 structures with the same formula, charge and spin: 59.9 kJ/mol
* lowest unoccupied orbital energy (spin up / spin down): -2.4510 / -3.3631 eV
* <S²>: 3.778

```
! wB97M-V def2-TZVPD RIJCOSX def2/J DEFGRID3
* xyz 1 4
Co 1.12556 -0.28715 -0.10947
S 1.65066 2.12885 -0.04687
N 3.42726 -0.31795 -0.11377
N -0.65374 -0.51105 -0.91287
N 1.64726 -0.28895 1.99403
C -0.52154 -0.59125 -2.36337
C -4.28094 -0.37705 -0.13097
C -1.19044 -1.84225 -2.96597
C 0.98646 -0.72715 -2.63437
C -1.00044 0.70465 -3.04627
C -5.59934 -0.28085 -0.83407
C -4.20524 -0.41485 1.25913
C -3.12474 -0.42185 -0.88597
C -2.96764 -0.49435 1.89793
C 1.89736 2.22025 1.77353
C 3.94906 0.72285 -1.00107
C -1.82744 -0.52765 1.12883
C 4.00896 -0.26175 1.23443
C 3.00226 -0.79155 2.25933
C -2.87264 -0.53295 3.39423
C -1.84504 -0.49435 -0.28717
C 3.38206 2.10655 -0.66277
C 1.33456 1.03405 2.55473
H 3.37856 2.73235 -1.55407
H -0.85984 -0.59765 1.60183
H -2.29534 -1.39685 3.71953
H -0.92764 -1.90085 -4.02007
H 1.16976 -0.91675 -3.68877
H 4.26136 0.77215 1.46573
H 3.63906 -1.22815 -0.51977
H 5.04496 0.78425 -0.95437
H 3.98156 2.61315 0.09093
H 0.24666 1.13545 2.56173
H -0.63474 0.72585 -4.06927
H 1.69516 1.10955 3.59143
H 1.48936 0.20675 -2.37297
H 3.67946 0.45785 -2.02407
H 1.37436 3.12215 2.09213
H 2.96656 -1.88045 2.17853
H 4.93286 -0.84715 1.30583
H 3.33816 -0.52605 3.27103
H 2.95926 2.36235 1.95563
H -2.27134 -1.83065 -2.88687
H -6.42704 -0.24235 -0.13207
H -5.10784 -0.37965 1.85013
H -0.82324 -2.73715 -2.46487
H -0.60774 1.56895 -2.51227
H -2.08104 0.78755 -3.06977
H 1.00656 -0.94685 2.43633
H -2.37774 0.36555 3.76323
H -5.73774 -1.14035 -1.48727
H -3.85944 -0.58845 3.84383
H -5.62394 0.61405 -1.45357
H 1.38916 -1.57735 -2.06547
H -3.24034 -0.37545 -1.95337
*
```